[1]
Density functional theory data (the ωB97M-V functional and the def2-TZVPD basis) for C10H11F4N2RuSbSe4 as an isolated structure.

## Properties
Net charge: -1
Expectation value of S²: 0.7891
2S+1: 2

Geometry as XYZ:
```
33
Properties=species:S:1:pos:R:3:forces:R:3:lowdin_spin:R:1
Ru -1.119319 0.802128 -0.443318 0.4 -0.1 -1.0 0.2254
C -1.314098 0.706730 2.505193 0.3 0.2 0.2 0.0002
N -0.792607 1.582577 1.426618 -0.2 0.2 0.3 -0.0005
C -1.381162 2.931058 1.598087 0.2 -0.1 0.3 0.0206
C 0.695588 1.690991 1.518468 -0.2 0.5 0.4 0.0005
C 1.378145 0.463609 1.001661 0.1 -0.2 0.0 0.0008
N 0.739575 0.178392 -0.260034 0.3 0.0 -0.6 0.0078
C 1.276082 -0.705349 -1.172496 -0.4 0.6 0.6 0.0020
C 0.599256 -0.873665 -2.374437 -0.1 -0.1 -0.4 0.0003
F -0.490867 -0.086952 -2.581342 -0.2 0.0 0.1 0.0095
C 0.974437 -1.773066 -3.340238 -0.1 0.1 -0.1 0.0003
F 0.255036 -1.853480 -4.466726 0.1 0.0 0.1 -0.0001
C 2.089375 -2.574349 -3.161772 -0.1 0.0 0.0 0.0009
C 2.782856 -2.410934 -1.984940 0.1 0.1 0.2 0.0002
F 3.875735 -3.156343 -1.740113 0.0 0.0 -0.1 0.0000
C 2.401659 -1.499892 -1.015092 0.4 -0.3 0.1 0.0003
F 3.145135 -1.426419 0.108833 0.0 -0.1 -0.1 0.0002
H -1.031490 1.141448 3.471355 0.0 0.0 0.0 -0.0002
H -0.897435 -0.291976 2.402513 0.0 -0.1 0.0 0.0002
H -2.393638 0.628286 2.422927 -0.1 0.0 0.0 -0.0002
H -1.080593 3.327250 2.574167 0.0 0.0 0.0 -0.0006
H -2.462127 2.852412 1.547086 0.0 0.0 0.1 0.0139
H -1.035422 3.592445 0.809207 0.1 0.0 0.0 0.0045
H 0.971572 1.888005 2.559454 0.0 0.1 0.0 -0.0001
H 0.991445 2.551941 0.916303 0.0 0.0 0.0 -0.0004
H 1.266259 -0.383823 1.691328 -0.1 -0.1 0.0 -0.0002
H 2.448119 0.672853 0.913810 0.0 0.0 0.0 -0.0001
H 2.385774 -3.306116 -3.897605 0.0 0.0 0.0 0.0001
Se -4.342856 -0.928521 1.606139 -0.6 0.5 -0.1 -0.0086
Sb -2.747506 -1.191234 -0.166434 -0.2 -1.9 1.6 -0.0023
Se -2.810396 2.095970 -1.176103 0.5 -0.1 -0.1 0.7304
Se -1.032776 -2.600787 0.989763 0.2 0.5 -0.6 -0.0573
Se -3.343757 -2.043189 -2.282262 -0.1 0.2 -0.7 0.0522
```
Forces are in eV/Å.



[2]
Density functional theory data (the ωB97M-V functional and the def2-TZVPD basis) for C10H11N as an isolated structure.

Geometry as XYZ:
```
22
Properties=species:S:1:pos:R:3:forces:R:3:nbo_charge:R:1
C -2.404432 -1.542553 0.043463 2.4 2.5 1.1 -0.2150
C -3.159839 -0.396916 -0.134552 1.4 -1.2 0.0 -0.2013
C -1.014148 -1.544276 0.364932 -2.2 3.1 -1.8 -0.2183
C -2.555666 0.848690 -0.255035 0.0 -0.5 -0.4 -0.2549
C -0.398023 -0.343513 0.144281 -0.6 0.4 -1.1 -0.0380
C -1.184188 0.745720 -0.285414 -1.2 -0.3 0.0 0.1453
C 0.353728 1.787469 0.855461 2.1 0.4 1.6 -0.2563
C 0.784029 0.614562 0.023004 3.0 -1.5 -2.0 0.0931
C 2.965858 -0.717148 0.061596 0.6 1.9 0.3 -0.6279
C 2.348802 0.215228 -0.957903 -1.4 4.5 5.9 -0.3047
N -0.099995 1.626019 -0.504139 -1.0 1.9 -0.2 -0.4080
H -2.844686 -2.438242 0.130699 -1.9 -3.1 0.2 0.1947
H -4.182548 -0.595422 -0.218828 -1.6 0.4 -0.1 0.2099
H -0.606918 -2.407414 0.652423 1.9 -3.2 1.0 0.2018
H -3.208265 1.694306 -0.394822 0.5 0.5 -0.2 0.2276
H -0.284595 1.612071 1.750423 0.3 0.1 -1.1 0.2153
H 1.111368 2.537798 1.017528 0.1 0.4 -0.1 0.2068
H 2.274292 -1.524850 0.270381 -0.2 0.1 0.7 0.2122
H 3.346197 -0.058769 0.956435 -0.9 -1.8 -1.5 0.2170
H 3.768290 -1.173149 -0.440660 1.7 -0.8 -0.2 0.2048
H 2.046172 -0.138455 -1.839646 -1.5 -1.9 -3.2 0.1890
H 2.944568 1.198846 -1.239633 -1.2 -1.9 1.2 0.2069
```
Forces are in eV/Å.



[3]
Density functional theory data (the ωB97M-V functional and the def2-TZVPD basis) for an isolated ion of composition C10H11N2O and charge +1.

## Properties
Net charge: +1
SMILES: C[C@@H]1C=C=[N+](c2ccccc2O)N1

Geometry as XYZ:
```
24
Properties=species:S:1:pos:R:3:forces:R:3:nbo_charge:R:1
C -3.692772 0.397044 -0.260260 -1.2 -1.7 -1.1 -0.1749
C -3.096250 -0.847959 -0.370176 -0.6 -1.2 -1.5 -0.2633
C -2.993912 1.464103 0.143965 0.9 4.4 2.6 -0.1861
C -1.780935 -1.048543 -0.033104 1.1 1.3 0.9 0.3067
C -1.643129 1.377534 0.542628 -0.5 -2.1 -2.3 -0.1919
C -1.035419 0.106098 0.277035 -1.0 2.6 0.8 0.0590
C 2.188713 -1.267935 0.318514 -1.6 -0.3 0.6 -0.2784
C 0.867315 -1.270635 0.105643 1.9 -1.1 0.3 0.3173
C 2.519285 0.156275 0.546385 1.6 1.6 0.2 -0.0793
C 3.785278 0.303045 -0.395888 -2.4 0.8 -0.1 -0.5927
N 1.283313 0.784899 0.006410 2.8 4.5 -0.1 -0.3232
N 0.326115 -0.026162 0.195487 -2.2 -3.9 -0.1 -0.1115
O -1.020092 -2.180362 0.050041 -1.2 1.5 0.4 -0.5882
H -4.727635 0.398666 -0.619856 0.4 0.6 0.3 0.2478
H -3.673127 -1.537596 -1.012249 0.4 -0.4 1.1 0.2472
H -3.473319 2.499051 0.301343 0.6 -1.9 -0.5 0.2453
H -1.534988 -2.833761 -0.348749 -1.1 -2.6 -1.2 0.5101
H -1.035794 2.244308 0.731929 0.0 0.2 0.3 0.2288
H 2.931033 -2.024614 0.151623 -0.1 -0.3 0.2 0.2623
H 2.614010 0.586320 1.639319 0.4 -1.1 -1.9 0.2454
H 3.443635 -0.053354 -1.403274 0.6 0.3 0.8 0.2294
H 4.495974 -0.352908 0.039903 1.0 -0.3 0.1 0.2315
H 4.122000 1.330974 -0.462097 0.3 0.0 0.0 0.2337
H 1.130700 1.795503 -0.144573 0.0 -0.9 0.4 0.4251
```
Forces are in eV/Å.



[4]
Density functional theory data (the ωB97M-V functional and the def2-TZVPD basis) for a 2-piece molecular cluster, C10H11N2O3 overall.

## Properties
Net charge: -1

Geometry as XYZ:
```
26
Properties=species:S:1:pos:R:3:forces:R:3:nbo_charge:R:1
C -0.186186 2.167135 -2.707528 0.9 1.6 -0.8 -0.2489
C 0.942365 1.668665 -2.026334 -2.3 -1.1 -0.8 -0.2477
C -1.342093 1.430497 -2.862009 -3.2 1.5 -1.8 -0.2369
C 0.910360 0.400405 -1.525903 0.0 -1.1 1.4 -0.2200
C -1.492973 0.186917 -2.273551 4.0 0.4 1.3 0.0585
C -0.344177 -0.270771 -1.563704 1.1 -0.5 0.3 0.1874
C 1.493511 -2.149841 1.596818 0.6 1.3 0.3 0.9829
C -2.014442 -1.765661 -1.259187 -0.5 -1.3 0.2 0.1067
C -0.151418 0.254514 3.532740 -0.2 -1.0 -1.5 -0.6299
C 1.202197 0.089096 2.770712 -1.8 -0.6 1.9 -0.0593
N -2.430010 -0.779851 -2.084229 0.5 1.7 -0.6 -0.5773
N -0.728034 -1.468533 -0.971775 -2.7 1.5 -2.1 -0.5733
O 2.253014 -2.469370 2.488179 0.2 0.2 1.0 -0.7464
O 1.154995 -2.738855 0.582658 -1.0 -0.1 -1.0 -0.7776
O 0.937166 -0.725943 1.653769 1.0 -0.8 0.0 -0.6481
H -0.098712 3.167309 -3.228796 -0.3 -1.2 0.8 0.2027
H 1.839252 2.135922 -1.853308 1.8 1.8 -0.2 0.2046
H -2.269070 1.908763 -3.464386 2.3 -1.1 1.4 0.1905
H 1.869854 0.055013 -1.006911 -2.0 -0.1 -0.6 0.2463
H 0.040479 0.786527 4.446195 -0.3 1.0 0.3 0.1809
H -0.773548 0.715022 2.733370 -0.4 0.0 1.3 0.2035
H -0.571914 -0.739197 3.871154 0.5 0.9 -0.8 0.2020
H 1.752536 -0.324012 3.638405 1.1 -0.2 -1.4 0.1842
H 1.504562 1.121772 2.496343 0.3 -0.7 -0.1 0.1468
H -3.250713 -0.554264 -2.578659 -1.6 -1.1 0.2 0.3963
H -0.246999 -2.101260 -0.404063 2.0 -0.8 1.5 0.4721
```
Forces are in eV/Å.



[5]
Density functional theory data (the ωB97M-V functional and the def2-TZVPD basis) for an isolated molecule of C10H11N3OS.

Geometry as XYZ:
```
26
Properties=species:S:1:pos:R:3:forces:R:3:nbo_charge:R:1
O -4.062750 1.436919 -2.363371 0.1 0.5 0.5 -0.9714
N -0.794878 0.993628 -0.336370 -1.1 0.4 0.0 -0.5027
N -2.414232 -0.536542 -0.805038 0.7 -0.1 0.9 -0.2318
C -0.391697 -0.136369 0.190742 -1.3 -0.5 -0.8 0.3523
C -2.035721 0.705249 -0.857563 1.6 1.9 -1.0 0.0836
C 3.506253 -0.315109 2.084040 -1.7 -0.4 -0.9 -0.1946
C 2.842267 -1.510838 1.718617 0.2 1.0 0.4 -0.2091
C 2.870004 0.907785 1.805262 -0.5 -1.3 -0.4 -0.1976
C 1.588745 -1.468590 1.108200 -0.2 0.4 -0.1 -0.2023
C 1.600890 0.970300 1.242720 -1.0 -1.6 -0.2 -0.1772
C 0.915574 -0.225147 0.898129 1.0 -1.3 0.0 -0.0853
N -1.379857 -1.091189 -0.112431 1.4 0.4 1.3 -0.1835
S -2.926435 2.105454 -1.651193 -1.1 -1.5 -0.6 1.2541
C -1.422885 -2.467207 0.359296 -1.9 -0.5 -1.4 -0.4223
C -1.847908 2.574144 -3.024112 1.4 0.4 1.2 -0.8120
H 4.471184 -0.367583 2.539565 0.4 0.1 0.2 0.2186
H 3.304146 -2.472073 1.941638 -0.1 0.2 -0.2 0.2175
H 3.349483 1.823001 1.955158 0.9 1.2 0.5 0.2134
H 1.193812 -2.436237 0.770007 -0.1 0.7 0.2 0.2163
H 1.033132 1.871600 1.049417 0.5 0.3 0.1 0.2437
H -1.059781 -2.548242 1.370077 0.5 0.0 0.1 0.2226
H -2.506910 -2.805591 0.371334 1.3 0.5 -0.1 0.2393
H -0.905139 -3.073629 -0.407048 0.0 -0.1 0.8 0.2123
H -1.002455 3.181546 -2.622936 -0.5 -0.5 -0.3 0.2314
H -1.479041 1.703123 -3.537946 0.0 -0.4 -0.2 0.2377
H -2.445801 3.181595 -3.686195 -0.4 0.1 0.0 0.2469
```
Forces are in eV/Å.



[6]
Density functional theory data (the ωB97M-V functional and the def2-TZVPD basis) for an isolated molecule of C10H11N4O3P.

## Properties
SMILES: Cc1ccccc1Cc1nnc(P(=O)(O)O)nn1

Geometry as XYZ:
```
29
Properties=species:S:1:pos:R:3:forces:R:3:nbo_charge:R:1
C 3.073199 -1.471857 1.379682 0.1 1.1 -0.3 -0.6444
C 2.696897 -0.522456 0.189022 -0.3 0.6 -0.8 -0.0188
C 3.557700 0.603059 -0.148324 -1.5 0.5 -1.5 -0.2093
C 3.197295 1.518608 -1.227737 -1.2 -1.4 0.4 -0.2110
C 1.964862 1.331999 -1.989277 0.2 -1.4 1.3 -0.2178
C 1.117796 0.195395 -1.685721 2.0 0.2 1.4 -0.2327
C 1.490334 -0.723565 -0.593276 0.3 1.0 -0.6 0.0009
C 0.458672 -1.897487 -0.336364 0.2 1.7 -0.5 -0.4736
C -0.895496 -1.169944 0.012817 2.1 -1.9 -0.5 0.3495
N -1.909769 -1.397272 -0.857731 0.3 0.7 1.3 -0.1802
N -3.025225 -0.750996 -0.588564 0.8 0.6 1.0 -0.1434
C -2.970361 0.027533 0.509561 -1.3 1.6 0.5 -0.0414
P -4.553139 1.001649 0.866286 -1.5 -0.3 -0.6 2.2591
O -5.613338 0.074238 1.308689 0.9 1.0 -0.3 -1.0437
O -4.251942 2.229789 1.920106 0.9 -1.4 -1.4 -0.9598
O -4.953911 1.690544 -0.599636 1.4 -0.5 1.9 -0.9461
N -1.975184 0.225837 1.401614 -0.3 -0.6 -1.3 -0.1904
N -0.859785 -0.416849 1.136470 -0.8 -0.5 -0.9 -0.1712
H 3.785646 -0.902011 2.037005 -0.6 -0.7 -0.6 0.2248
H 3.603674 -2.383468 1.012479 -0.6 0.6 0.3 0.2268
H 2.180691 -1.720378 2.013978 0.8 0.1 -0.7 0.2252
H 4.512203 0.843633 0.383733 -1.1 -0.6 -0.3 0.2225
H 3.863171 2.379920 -1.454093 -0.6 -0.8 0.2 0.2212
H 1.631540 2.021845 -2.801104 0.6 -0.6 0.8 0.2234
H 0.183697 0.006085 -2.264927 0.9 0.2 0.5 0.2194
H 0.788663 -2.583570 0.478089 -0.4 0.6 -0.7 0.2472
H 0.379808 -2.423546 -1.326603 -0.3 0.2 1.2 0.2500
H -3.329835 2.176204 2.253126 -0.6 0.0 -0.1 0.5194
H -4.147862 2.037064 -1.029302 -0.5 0.0 0.1 0.4942
```
Forces are in eV/Å.



Electronic energy (eV)
-294903.953, -12033.235, -15563.262, -19671.322, -27899.818, -31938.977
Max |F| (eV Å⁻¹)
2.54, 7.51, 5.27, 4.24, 2.65, 2.87